Model P:
A structure of composition C7H14N2, computed with ωB97M-V with the def2-TZVPD basis set.

Positions of all 23 atoms, in Å:
C (-0.832, -1.712, 0.897)
C (-0.001, 1.959, -0.682)
C (2.632, 0.126, 0.908)
N (-2.415, 0.504, 0.535)
C (-0.687, -0.324, 0.447)
C (-0.068, 0.602, -0.130)
C (1.658, -0.340, -0.117)
N (-3.350, 0.346, -0.494)
C (1.897, -1.192, -1.097)
H (-2.342, 1.501, 0.726)
H (-3.032, 0.685, -1.406)
H (-3.600, -0.633, -0.579)
H (-1.729, -1.784, 1.512)
H (0.044, -2.002, 1.478)
H (-0.931, -2.401, 0.056)
H (0.063, 2.708, 0.110)
H (0.885, 2.059, -1.308)
H (-0.898, 2.166, -1.271)
H (2.732, 1.214, 0.894)
H (2.299, -0.153, 1.911)
H (3.627, -0.309, 0.750)
H (1.146, -1.452, -1.834)
H (2.899, -1.566, -1.306)

Calculated values
Lowest unoccupied orbital energy ... 0.030 Eh
HOMO-LUMO gap ... 7.7649 eV

Model Q:
A cluster of 2 separate species, C7H14N2 in total, computed with ωB97M-V with the def2-TZVPD basis set.

Positions of all 23 atoms, in Å:
C (-0.454, 1.506, -2.480)
C (1.008, 1.285, -0.212)
C (0.749, 1.127, -1.559)
C (2.770, 0.236, -1.140)
N (2.267, 0.785, 0.055)
N (1.996, 0.634, -2.146)
H (0.487, 1.720, 0.558)
H (2.554, 0.656, 0.995)
H (-0.186, 1.674, -3.527)
H (-0.908, 2.409, -2.057)
H (3.773, -0.177, -1.341)
H (-1.149, 0.688, -2.447)
C (-0.928, -0.674, 1.730)
C (-1.756, -0.485, 0.526)
C (-0.727, -2.169, 1.997)
H (-0.017, -0.116, 1.644)
H (-1.405, -0.243, 2.571)
H (-1.309, -0.984, -0.262)
H (-1.127, -2.424, 2.976)
H (-1.282, -2.765, 1.343)
H (-1.917, 0.572, 0.158)
H (-2.814, -0.744, 0.571)
H (0.375, -2.511, 2.045)

Calculated values
Lowest unoccupied orbital energy ... 0.032 Eh
Structure (SMILES) ... Cc1c[nH]cn1.CCC
HOMO-LUMO gap ... 9.4735 eV

Model R:
An isolated molecule of C7H14N2, computed with ωB97M-V with the def2-TZVPD basis set.

Positions of all 23 atoms, in Å:
C (3.537, -0.250, -0.292)
C (2.190, -0.314, 0.406)
C (1.203, 0.593, -0.310)
C (-0.864, -0.605, 0.297)
C (-3.263, -0.963, -0.056)
C (-2.171, 1.203, -0.109)
C (-0.959, 1.690, 0.199)
H (3.649, -0.645, -1.312)
H (4.258, -0.823, 0.338)
H (3.831, 0.800, -0.365)
H (1.908, -1.349, 0.499)
H (2.266, 0.054, 1.425)
H (1.596, 1.635, -0.365)
H (1.010, 0.119, -1.301)
H (-0.260, -1.266, -0.328)
H (-1.232, -1.089, 1.205)
H (-3.358, -1.324, 1.005)
H (-3.230, -1.884, -0.689)
H (-4.185, -0.468, -0.353)
H (-3.166, 1.660, -0.210)
H (-0.609, 2.760, 0.258)
N (-0.069, 0.613, 0.492)
N (-2.083, -0.148, -0.434)

Calculated values
Lowest unoccupied orbital energy ... 0.040 Eh
Structure (SMILES) ... CCCN1C=CN(C)C1
HOMO-LUMO gap ... 8.0852 eV

Energetically preferred structure: model Q | next structure: +0.0244 hartree